Computed, not measured: 2 unconnected molecules or ions with the total composition C16H30BrClN3O4PS at a distorted geometry, with ωB97M-V/def2-TZVPD.

Output
orbital gap = 1.942 eV
E_tot = -4866.31909 a.u.

Last columns: bonded neighbours and bond lengths (Å).
Geometry (Å):
1 O 0.80975 4.31409 4.07918  S2 1.499
2 S 1.01131 4.91227 2.71997  O1 1.499, O3 1.519, Cl4 2.105, C5 1.851
3 O 2.50450 4.95542 2.44208  S2 1.519
4 Cl 0.37085 6.91325 2.58210  S2 2.105
5 C 0.23809 3.95861 1.33527  S2 1.851, C6 1.606, H17 1.154, H18 1.152
6 C -0.81453 2.83512 1.79221  C5 1.606, C7 1.605, H19 1.154, H20 1.139
7 C -0.67904 1.43414 1.02073  C6 1.605, C8 1.614, H21 1.156, H22 1.156
8 C -0.51917 1.55938 -0.58040  C7 1.614, N9 1.494, H23 1.153, H24 1.155
9 N -1.28478 2.68532 -1.19488  C8 1.494, C10 1.432, C16 1.451
10 C -2.68605 2.97763 -1.22814  N9 1.432, N11 1.449, H25 1.135
11 N -2.80917 4.22710 -1.95150  C10 1.449, C12 1.457, H26 1.030
12 C -1.50273 4.71801 -2.36848  N11 1.457, P13 1.887, C16 1.540
13 P -0.99409 6.27722 -3.30212  C12 1.887, O14 1.711, Br15 2.304
14 O 0.70790 6.42922 -3.20815  P13 1.711, H27 0.985
15 Br -1.76421 8.03415 -2.02627  P13 2.304
16 C -0.47903 3.67176 -1.88966  N9 1.451, C12 1.540, H28 1.133
17 H -0.33968 4.71338 0.68026  C5 1.154
18 H 1.02633 3.44770 0.66911  C5 1.152
19 H -1.88250 3.21868 1.58315  C6 1.154
20 H -0.74525 2.66300 2.91595  C6 1.139
21 H -1.66596 0.86238 1.21040  C7 1.156
22 H 0.14032 0.74304 1.45453  C7 1.156
23 H 0.59651 1.56372 -0.87273  C8 1.153
24 H -0.94796 0.59155 -1.04357  C8 1.155
25 H -3.51326 2.34623 -0.77549  C10 1.135
26 H -3.66599 4.75141 -2.17724  N11 1.030
27 H 1.11540 5.71319 -2.66747  O14 0.985
28 H 0.64641 3.59755 -1.99441  C16 1.133
29 C 2.70656 -4.64780 0.21485  C30 1.542, H40 1.093, H41 1.097, H42 1.093
30 C 1.76655 -3.64611 -0.48578  C29 1.542, C31 1.545, N35 1.473, C39 1.544
31 C 0.73656 -4.41404 -1.34374  C30 1.545, C32 1.526, H43 1.096, H44 1.097
32 C -0.33086 -5.17021 -0.55813  C31 1.526, C33 1.527, H45 1.096, H46 1.095
33 C -0.63918 -4.55094 0.80327  C32 1.527, C34 1.545, H47 1.096, H48 1.096
34 C -0.28319 -3.05323 0.92937  C33 1.545, N35 1.464, C37 1.544, C38 1.536
35 N 1.13507 -2.88764 0.60792  C30 1.473, C34 1.464, O36 1.375
36 O 1.56133 -1.58423 0.71422  N35 1.375
37 C -0.50592 -2.68072 2.41077  C34 1.544, H49 1.094, H50 1.096, H51 1.094
38 C -1.24536 -2.21465 0.07519  C34 1.536, H52 1.097, H53 1.093, H54 1.093
39 C 2.62182 -2.83202 -1.48078  C30 1.544, H55 1.096, H56 1.092, H57 1.094
40 H 3.46972 -4.12734 0.79901  C29 1.093
41 H 3.22650 -5.28339 -0.51224  C29 1.097
42 H 2.16600 -5.30782 0.89759  C29 1.093
43 H 0.23161 -3.71097 -2.01556  C31 1.096
44 H 1.24998 -5.12125 -2.00752  C31 1.097
45 H -1.24428 -5.21503 -1.16152  C32 1.096
46 H -0.01998 -6.20974 -0.41274  C32 1.095
47 H -1.69639 -4.71704 1.03964  C33 1.096
48 H -0.08473 -5.11204 1.56397  C33 1.096
49 H 0.19285 -3.21745 3.05916  C37 1.094
50 H -1.52047 -2.94298 2.73178  C37 1.096
51 H -0.37664 -1.60917 2.58922  C37 1.094
52 H -2.28396 -2.38629 0.38207  C38 1.097
53 H -1.18642 -2.44649 -0.99146  C38 1.093
54 H -1.05418 -1.14475 0.18797  C38 1.093
55 H 3.08824 -3.49393 -2.21899  C39 1.096
56 H 3.43393 -2.29625 -0.98406  C39 1.092
57 H 2.01478 -2.10653 -2.03098  C39 1.094